Formula: C33H46N8O4
Source: the OMol25 dataset
Level of theory: wB97M-V/def2-TZVPD

The structure (SMILES) is CC(=O)OCCCN(N=C(C)C)C(=O)O.c1cc[nH]c1.c1cc[nH]c1.c1cc[nH]c1.c1cc[nH]c1.c1cc[nH]c1.c1cc[nH]c1. The calculation puts the HOMO-LUMO gap at 8.371 eV.

Element x y z (Å)
C: 7.09 -2.69 -2.34
C: 7.23 -1.32 -2.95
O: 8.25 -0.70 -2.95
O: 6.09 -0.82 -3.54
C: 5.14 -0.32 -2.59
C: 3.98 0.29 -3.34
C: 3.07 1.07 -2.39
N: 2.50 0.18 -1.35
N: 1.05 0.25 -1.40
C: 0.54 -0.70 -2.08
C: 1.17 -2.04 -2.35
C: -0.86 -0.47 -2.59
C: 2.99 0.48 -0.06
O: 3.94 -0.07 0.43
O: 2.29 1.42 0.59
H: 6.27 -2.71 -1.62
H: 6.84 -3.41 -3.12
H: 8.01 -2.95 -1.82
H: 4.77 -1.14 -1.96
H: 5.62 0.43 -1.95
H: 3.37 -0.53 -3.74
H: 4.32 0.93 -4.16
H: 2.23 1.48 -2.96
H: 3.64 1.88 -1.93
H: 2.25 -1.99 -2.34
H: 0.84 -2.43 -3.32
H: 0.82 -2.72 -1.57
H: -0.84 0.35 -3.30
H: -1.50 -0.24 -1.74
H: -1.24 -1.39 -3.04
H: 2.68 1.45 1.48
C: -2.73 -3.59 -6.20
C: -1.41 -4.10 -6.36
C: -0.59 -3.02 -6.58
N: -1.36 -1.89 -6.56
C: -2.67 -2.23 -6.32
H: -3.62 -4.16 -6.01
H: -1.10 -5.13 -6.32
H: 0.47 -2.97 -6.75
H: -1.02 -0.96 -6.70
H: -3.43 -1.48 -6.26
C: 2.82 2.70 6.50
C: 2.37 1.37 6.25
C: 2.83 1.01 5.01
N: 3.54 2.07 4.51
C: 3.55 3.10 5.41
H: 2.63 3.29 7.38
H: 1.77 0.76 6.90
H: 2.72 0.10 4.45
H: 4.00 2.09 3.61
H: 4.06 4.02 5.20
C: -4.04 -3.30 0.19
C: -2.87 -3.01 -0.57
C: -1.96 -2.44 0.30
N: -2.54 -2.37 1.53
C: -3.80 -2.89 1.48
H: -4.95 -3.75 -0.17
H: -2.71 -3.20 -1.61
H: -0.96 -2.08 0.14
H: -2.11 -1.99 2.35
H: -4.42 -2.93 2.36
C: -3.43 -1.57 6.32
C: -3.91 -0.49 5.53
C: -5.01 -0.94 4.85
N: -5.21 -2.25 5.20
C: -4.26 -2.64 6.10
H: -2.58 -1.56 6.98
H: -3.49 0.50 5.46
H: -5.66 -0.45 4.15
H: -5.95 -2.84 4.85
H: -4.24 -3.64 6.51
C: -5.16 1.91 -2.67
C: -6.08 1.53 -1.65
C: -5.63 0.35 -1.10
N: -4.48 0.01 -1.76
C: -4.19 0.95 -2.71
H: -5.22 2.78 -3.29
H: -6.97 2.06 -1.35
H: -6.02 -0.26 -0.31
H: -3.93 -0.82 -1.56
H: -3.31 0.86 -3.33
C: 1.35 7.01 2.48
C: 0.04 6.92 3.04
C: 0.04 5.84 3.89
N: 1.29 5.28 3.86
C: 2.09 5.99 3.01
H: 1.70 7.74 1.77
H: -0.79 7.57 2.84
H: -0.74 5.43 4.50
H: 1.57 4.47 4.38
H: 3.12 5.71 2.85

Here are the Löwdin charges for atoms 1 to 5, given in e:
1 C 0.019
2 C -0.526
3 O 0.140
4 O -0.035
5 C -0.191

Formula: C33H46NO5Zr
Source: the OMol25 dataset
Level of theory: wB97M-V/def2-TZVPD

The calculation puts the HOMO-LUMO gap at 6.729 eV. The energy above the lowest of the compared OMol25 structures with the same formula, charge and spin is 0.0 kcal per mole. Its charge is -1.

Element x y z (Å)
Zr: 0.76 0.49 -0.01
C: 1.55 -1.67 1.14
C: 0.93 -0.86 2.15
C: -0.49 -1.18 2.09
C: -0.66 -2.11 1.05
C: 0.57 -2.39 0.44
C: 0.85 -3.42 -0.65
C: 1.57 -2.77 -1.83
C: 1.73 -4.53 -0.06
C: -0.45 -4.04 -1.15
C: -1.71 -0.70 2.88
C: -2.98 -0.79 2.01
C: -1.63 0.76 3.34
C: -1.93 -1.62 4.10
C: 1.79 -0.11 3.17
C: 3.28 -0.42 2.93
C: 1.66 1.42 3.02
C: 1.49 -0.55 4.61
H: 2.60 -1.68 0.93
H: -1.61 -2.47 0.71
H: 2.46 -2.23 -1.51
H: 0.89 -2.05 -2.31
H: 1.85 -3.51 -2.57
H: 2.68 -4.13 0.29
H: 1.93 -5.30 -0.81
H: 1.23 -5.00 0.79
H: -1.11 -3.29 -1.61
H: -1.00 -4.53 -0.34
H: -0.23 -4.80 -1.91
H: -2.84 -0.23 1.09
H: -3.82 -0.36 2.56
H: -3.24 -1.82 1.77
H: -1.49 1.41 2.48
H: -0.83 0.94 4.06
H: -2.56 1.04 3.83
H: -2.06 -2.65 3.77
H: -2.83 -1.31 4.65
H: -1.09 -1.59 4.79
H: 3.59 -0.13 1.92
H: 3.49 -1.48 3.07
H: 3.88 0.15 3.64
H: 2.15 1.75 2.10
H: 2.17 1.94 3.84
H: 0.63 1.76 3.00
H: 1.54 -1.64 4.69
H: 0.51 -0.23 4.95
H: 2.23 -0.12 5.29
O: 1.88 4.53 -0.89
C: 1.67 3.34 -1.06
O: 1.37 2.50 -0.12
C: 1.72 2.73 -2.46
C: 0.43 1.96 -2.80
C: 0.30 1.79 -4.31
C: 1.43 0.76 -4.60
C: 1.95 0.47 -3.19
O: 0.75 0.59 -2.38
C: 2.81 1.62 -2.66
C: 3.52 1.17 -1.37
O: 4.62 1.62 -1.11
O: 2.88 0.28 -0.68
H: 1.88 3.54 -3.17
H: -0.47 2.28 -2.28
H: -0.68 1.39 -4.56
H: 0.43 2.73 -4.84
H: 1.03 -0.14 -5.06
H: 2.22 1.15 -5.24
H: 2.38 -0.52 -3.04
H: 3.56 1.95 -3.37
C: -2.42 -0.84 -2.01
C: -2.90 0.56 -1.78
C: -4.03 1.05 -2.42
C: -4.48 2.35 -2.21
C: -3.78 3.17 -1.33
C: -2.64 2.72 -0.68
C: -1.85 3.64 0.21
C: -2.17 1.40 -0.89
N: -1.05 0.96 -0.28
H: -3.23 -1.47 -2.41
H: -2.05 -1.27 -1.08
H: -1.59 -0.87 -2.72
H: -4.58 0.40 -3.09
H: -5.37 2.71 -2.71
H: -4.11 4.18 -1.16
H: -2.46 4.49 0.53
H: -0.96 4.03 -0.29
H: -1.48 3.11 1.09

Here are the Löwdin charges for atoms 1 to 5, given in e:
1 Zr 1.801
2 C -0.158
3 C -0.237
4 C -0.162
5 C -0.057

Formula: C33H46NOS2SeSi2Zr
Source: the OMol25 dataset
Level of theory: wB97M-V/def2-TZVPD

The calculation puts the HOMO-LUMO gap at 7.666 eV. The energy above the lowest of the compared OMol25 structures with the same formula, charge and spin is 7.6 kcal per mole. Its charge is +1.

Element x y z (Å)
Zr: 1.01 0.70 -0.18
C: 1.98 2.74 0.79
C: 2.43 2.68 -0.56
C: 3.30 1.56 -0.67
C: 3.42 0.96 0.61
C: 2.60 1.68 1.50
C: 2.49 1.47 2.98
C: 4.42 -0.09 0.97
C: 4.05 1.15 -1.90
C: 2.23 3.72 -1.62
C: 1.07 3.77 1.39
H: 3.26 2.05 3.50
H: 2.61 0.43 3.26
H: 1.52 1.80 3.36
H: 5.40 0.38 1.08
H: 4.49 -0.85 0.20
H: 4.17 -0.59 1.91
H: 5.06 1.56 -1.88
H: 3.56 1.50 -2.81
H: 4.13 0.06 -1.96
H: 2.08 3.28 -2.61
H: 3.11 4.36 -1.67
H: 1.36 4.35 -1.42
H: 1.63 4.43 2.06
H: 0.27 3.32 1.98
H: 0.60 4.39 0.63
C: -2.84 3.58 -3.47
Si: -3.64 1.91 -3.45
C: -3.78 1.24 -5.18
C: -5.33 2.02 -2.66
C: -2.69 0.59 -2.45
C: -3.29 -0.67 -2.40
C: -2.71 -1.74 -1.72
C: -1.53 -1.52 -1.06
N: -0.95 -0.31 -1.05
C: -1.50 0.70 -1.74
S: -0.48 2.16 -1.62
H: -3.49 4.24 -4.06
H: -1.86 3.57 -3.94
H: -2.74 4.01 -2.48
H: -4.37 1.91 -5.81
H: -4.26 0.26 -5.21
H: -2.79 1.14 -5.64
H: -5.96 2.73 -3.21
H: -5.25 2.38 -1.63
H: -5.84 1.06 -2.65
H: -4.23 -0.84 -2.92
H: -3.17 -2.72 -1.71
H: -0.99 -2.30 -0.53
O: -0.01 0.39 1.64
S: -0.43 -1.03 2.13
C: -2.20 -0.92 2.18
C: -2.85 0.28 1.92
C: -4.24 0.29 1.93
C: -4.95 -0.87 2.20
C: -4.28 -2.07 2.45
C: -2.89 -2.10 2.43
C: 0.00 -1.04 3.83
C: 0.77 -2.12 4.25
C: 1.16 -2.18 5.59
C: 0.78 -1.18 6.46
C: 0.01 -0.10 6.02
C: -0.39 -0.02 4.70
H: -2.28 1.17 1.69
H: -4.77 1.21 1.72
H: -6.03 -0.85 2.20
H: -4.83 -2.97 2.65
H: -2.36 -3.03 2.61
H: 1.08 -2.88 3.55
H: 1.76 -3.01 5.94
H: 1.08 -1.22 7.50
H: -0.27 0.68 6.71
H: -0.98 0.80 4.34
C: 2.71 -4.82 -0.71
Si: 2.63 -3.37 -1.86
C: 4.31 -2.94 -2.54
C: 1.41 -3.65 -3.23
Se: 1.89 -1.65 -0.60
H: 3.13 -5.70 -1.20
H: 1.72 -5.08 -0.34
H: 3.34 -4.58 0.15
H: 4.73 -3.76 -3.12
H: 5.00 -2.72 -1.72
H: 4.24 -2.07 -3.19
H: 1.69 -4.49 -3.87
H: 1.34 -2.76 -3.86
H: 0.42 -3.85 -2.82

Here are the Löwdin charges for atoms 1 to 5, given in e:
1 Zr 1.224
2 C -0.323
3 C -0.351
4 C -0.323
5 C -0.330

Q: HOMO-LUMO gap of number 3 (C33H46NOS2SeSi2Zr)?
A: 7.666 eV

Q: Look up the HOMO-LUMO gap of the third one.
A: 7.666 eV

What did the second record say?
Formula: C33H46NO5Zr
Source: the OMol25 dataset
Level of theory: wB97M-V/def2-TZVPD

The calculation puts the HOMO-LUMO gap at 6.729 eV. The energy above the lowest of the compared OMol25 structures with the same formula, charge and spin is 0.0 kcal per mole. Its charge is -1.

Element x y z (Å)
Zr: 0.76 0.49 -0.01
C: 1.55 -1.67 1.14
C: 0.93 -0.86 2.15
C: -0.49 -1.18 2.09
C: -0.66 -2.11 1.05
C: 0.57 -2.39 0.44
C: 0.85 -3.42 -0.65
C: 1.57 -2.77 -1.83
C: 1.73 -4.53 -0.06
C: -0.45 -4.04 -1.15
C: -1.71 -0.70 2.88
C: -2.98 -0.79 2.01
C: -1.63 0.76 3.34
C: -1.93 -1.62 4.10
C: 1.79 -0.11 3.17
C: 3.28 -0.42 2.93
C: 1.66 1.42 3.02
C: 1.49 -0.55 4.61
H: 2.60 -1.68 0.93
H: -1.61 -2.47 0.71
H: 2.46 -2.23 -1.51
H: 0.89 -2.05 -2.31
H: 1.85 -3.51 -2.57
H: 2.68 -4.13 0.29
H: 1.93 -5.30 -0.81
H: 1.23 -5.00 0.79
H: -1.11 -3.29 -1.61
H: -1.00 -4.53 -0.34
H: -0.23 -4.80 -1.91
H: -2.84 -0.23 1.09
H: -3.82 -0.36 2.56
H: -3.24 -1.82 1.77
H: -1.49 1.41 2.48
H: -0.83 0.94 4.06
H: -2.56 1.04 3.83
H: -2.06 -2.65 3.77
H: -2.83 -1.31 4.65
H: -1.09 -1.59 4.79
H: 3.59 -0.13 1.92
H: 3.49 -1.48 3.07
H: 3.88 0.15 3.64
H: 2.15 1.75 2.10
H: 2.17 1.94 3.84
H: 0.63 1.76 3.00
H: 1.54 -1.64 4.69
H: 0.51 -0.23 4.95
H: 2.23 -0.12 5.29
O: 1.88 4.53 -0.89
C: 1.67 3.34 -1.06
O: 1.37 2.50 -0.12
C: 1.72 2.73 -2.46
C: 0.43 1.96 -2.80
C: 0.30 1.79 -4.31
C: 1.43 0.76 -4.60
C: 1.95 0.47 -3.19
O: 0.75 0.59 -2.38
C: 2.81 1.62 -2.66
C: 3.52 1.17 -1.37
O: 4.62 1.62 -1.11
O: 2.88 0.28 -0.68
H: 1.88 3.54 -3.17
H: -0.47 2.28 -2.28
H: -0.68 1.39 -4.56
H: 0.43 2.73 -4.84
H: 1.03 -0.14 -5.06
H: 2.22 1.15 -5.24
H: 2.38 -0.52 -3.04
H: 3.56 1.95 -3.37
C: -2.42 -0.84 -2.01
C: -2.90 0.56 -1.78
C: -4.03 1.05 -2.42
C: -4.48 2.35 -2.21
C: -3.78 3.17 -1.33
C: -2.64 2.72 -0.68
C: -1.85 3.64 0.21
C: -2.17 1.40 -0.89
N: -1.05 0.96 -0.28
H: -3.23 -1.47 -2.41
H: -2.05 -1.27 -1.08
H: -1.59 -0.87 -2.72
H: -4.58 0.40 -3.09
H: -5.37 2.71 -2.71
H: -4.11 4.18 -1.16
H: -2.46 4.49 0.53
H: -0.96 4.03 -0.29
H: -1.48 3.11 1.09

Here are the Löwdin charges for atoms 1 to 5, given in e:
1 Zr 1.801
2 C -0.158
3 C -0.237
4 C -0.162
5 C -0.057